{"formula": "C2H6N2O", "method": "the ωB97M-V functional and the def2-TZVPD basis", "symbols": ["O", "N", "N", "C", "C", "H", "H", "H", "H", "H", "H"], "coordinates": [[1.64650, 2.18646, -1.45872], [0.10617, -0.39056, 1.49295], [-1.64932, -0.50426, -0.04562], [-1.13543, -0.74058, 1.26364], [1.87595, 1.00223, -1.58430], [-2.54971, -0.74740, -0.31418], [-1.85780, -0.67143, 2.14817], [-0.97101, -0.50807, -0.72331], [1.45837, 0.31456, -0.90264], [0.45443, -0.65986, 2.44778], [2.62185, 0.71890, -2.32378]], "forces_ev_per_a": [[-0.2, -0.6, -0.1], [-0.9, -2.2, 0.0], [0.6, -0.2, 4.2], [0.7, 3.5, 0.3], [0.8, 2.6, -0.2], [-1.6, -0.6, -0.2], [0.5, -1.2, -1.5], [1.7, 0.0, -1.9], [-0.7, -1.4, 0.8], [-1.0, 0.7, -1.1], [0.1, -0.6, -0.4]], "mulliken_charge": [-0.40, -0.52, -0.33, 0.06, -0.12, 0.20, 0.25, 0.17, 0.23, 0.22, 0.25], "smiles": "[H]/N=C/N.C=O", "orbital_gap_ev": 10.284, "total_charge": 0, "total_energy_ev": -7197.136}

---

{"formula": "C2H6N2O", "method": "the ωB97M-V functional and the def2-TZVPD basis", "symbols": ["O", "N", "N", "C", "C", "H", "H", "H", "H", "H", "H"], "coordinates": [[2.36307, -0.69614, 0.01269], [1.74325, 0.47292, 0.23336], [-0.21244, -0.75714, -0.07834], [0.48035, 0.39720, -0.04081], [-1.69973, -0.14914, 0.10341], [-2.40161, -0.84724, -0.50407], [-1.84615, 0.90934, -0.22291], [1.68419, -1.35465, 0.15319], [-0.23317, 1.34217, -0.12975], [2.23993, 1.06992, -0.52467], [-2.11771, -0.38723, 0.99789]], "forces_ev_per_a": [[2.2, -2.6, 0.3], [3.8, 3.7, -2.5], [-1.1, 5.2, 1.0], [-7.5, -1.1, -0.4], [0.5, -3.2, -4.7], [1.2, 1.4, 0.2], [0.2, -1.0, 0.4], [-0.6, -0.8, 0.1], [2.9, -1.2, 0.3], [-1.1, -0.3, 2.1], [-0.4, 0.0, 3.3]], "mulliken_charge": [-0.40, -0.10, -0.54, 0.15, -0.71, 0.21, 0.30, 0.36, 0.10, 0.32, 0.30], "smiles": "C/N=C/NO", "orbital_gap_ev": 10.022, "total_charge": 0, "total_energy_ev": -7194.885}

---

{"formula": "C2H6N2O", "method": "the ωB97M-V functional and the def2-TZVPD basis", "symbols": ["O", "N", "N", "C", "C", "H", "H", "H", "H", "H", "H"], "coordinates": [[1.09217, 0.59464, -1.90938], [-0.06569, 0.21009, -1.03779], [0.30442, -0.80378, 0.99681], [0.43874, -0.76788, -0.35658], [-0.78702, 0.01485, 1.57115], [-1.32740, -0.58136, 2.43640], [0.17616, 1.22806, -0.61435], [-0.39428, 0.87512, 1.99731], [-1.48181, 0.14266, 0.63642], [0.70899, 0.37213, -2.68474], [1.33572, -1.28451, -1.03525]], "forces_ev_per_a": [[1.0, 0.3, 2.1], [0.7, 7.9, -2.6], [0.5, -1.8, -3.9], [4.0, -3.3, 7.2], [-2.0, -3.4, -2.1], [1.1, 1.1, -1.9], [-2.3, -3.1, 0.2], [0.5, 2.0, 0.6], [0.4, 0.6, 2.5], [-1.3, -0.8, -4.6], [-2.6, 0.5, 2.5]], "mulliken_charge": [-0.44, -0.35, -0.45, 0.16, -0.67, 0.23, 0.33, 0.26, 0.33, 0.34, 0.29], "smiles": "C/N=C\\NO", "orbital_gap_ev": 9.909, "total_charge": 0, "total_energy_ev": -7193.871}

---

{"formula": "C2H6N2O", "method": "the ωB97M-V functional and the def2-TZVPD basis", "symbols": ["O", "N", "N", "C", "C", "H", "H", "H", "H", "H", "H"], "coordinates": [[0.79319, -1.01541, -1.40801], [-0.26590, -0.92823, 1.16106], [-1.04819, 1.16797, 1.05346], [0.11927, 0.30252, -0.91784], [-0.56095, 0.16336, 0.40334], [0.17178, -1.70761, 0.70525], [1.62525, -0.88621, -1.82616], [-0.79707, 1.94913, 0.60304], [-0.45552, -1.04737, 2.22095], [0.84752, 0.85929, -0.51106], [-0.42938, 1.14258, -1.48404]], "forces_ev_per_a": [[-3.6, 2.0, 1.1], [-0.4, -1.7, 1.3], [-0.6, -3.8, 1.1], [-0.6, -1.7, -1.3], [-0.1, -0.2, 3.3], [-0.1, -0.2, -0.1], [0.9, 0.9, -0.5], [0.2, 4.2, -2.4], [0.2, 0.9, -3.0], [3.6, 1.9, 0.8], [0.4, -2.4, -0.6]], "mulliken_charge": [-0.54, -0.44, -0.81, -0.35, 0.58, 0.21, 0.29, 0.18, 0.26, 0.31, 0.31], "smiles": "[H]/N=C(/N)CO", "orbital_gap_ev": 9.349, "total_charge": 0, "total_energy_ev": -7196.824}

---

{"formula": "C2H6N2O", "method": "the ωB97M-V functional and the def2-TZVPD basis", "symbols": ["O", "N", "N", "C", "C", "H", "H", "H", "H", "H", "H"], "coordinates": [[-0.76996, -0.71207, -2.29673], [0.02474, -0.05157, -0.23902], [1.33864, 0.06302, -0.68644], [-0.93863, -0.44807, -1.13080], [-0.26743, 0.24085, 1.14689], [0.28847, -0.42824, 1.81667], [-0.00166, 1.27700, 1.39037], [1.93301, -0.56811, -0.15595], [1.66146, 1.01510, -0.54013], [-1.33715, 0.10969, 1.33435], [-1.93148, -0.49758, -0.63921]], "forces_ev_per_a": [[-0.1, 0.1, 0.3], [-0.3, -0.1, -0.1], [0.2, 0.1, 0.1], [0.1, 0.0, -0.1], [-0.1, 0.0, 0.1], [-0.1, 0.1, -0.1], [0.0, -0.1, 0.0], [0.0, 0.1, -0.1], [0.0, -0.1, 0.0], [0.2, 0.0, 0.0], [0.1, 0.0, -0.1]], "mulliken_charge": [-0.52, 0.25, -0.64, 0.19, -0.81, 0.30, 0.30, 0.24, 0.24, 0.27, 0.19], "smiles": "CN(N)C=O", "orbital_gap_ev": 10.343, "total_charge": 0, "total_energy_ev": -7198.016}

---

{"formula": "C2H6N2O", "method": "the ωB97M-V functional and the def2-TZVPD basis", "symbols": ["O", "N", "N", "C", "C", "H", "H", "H", "H", "H", "H"], "coordinates": [[-1.14573, -1.34817, 0.12701], [0.42367, 1.36211, 0.92434], [0.26909, -0.93683, 0.54061], [0.28593, 0.69667, -1.40338], [0.29752, 0.32844, 0.05240], [0.82310, 0.05569, -2.03325], [0.42698, 2.19492, 0.30655], [-0.86497, 0.63492, -1.78682], [0.75478, 1.81160, -1.53288], [0.43146, -0.83476, 1.68017], [-0.75553, -2.20460, 0.20148]], "forces_ev_per_a": [[2.2, 0.3, 1.5], [-0.6, -3.0, -2.8], [-0.3, 0.2, 2.7], [-2.7, 2.4, -0.6], [1.6, 6.4, 2.3], [0.9, -1.1, -0.8], [0.3, -0.4, 0.9], [2.8, 0.5, 0.8], [-1.5, -2.8, 0.2], [-1.3, -0.3, -3.5], [-1.3, -2.1, -0.7]], "mulliken_charge": [-0.40, -0.74, -0.37, -0.94, 0.69, 0.30, 0.23, 0.21, 0.31, 0.35, 0.37], "smiles": "[H]/N=C(\\C)NO", "orbital_gap_ev": 10.459, "total_charge": 0, "total_energy_ev": -7195.309}

---

{"formula": "C2H6N2O", "method": "the ωB97M-V functional and the def2-TZVPD basis", "symbols": ["O", "N", "N", "C", "C", "H", "H", "H", "H", "H", "H"], "coordinates": [[-1.42863, 0.94866, 1.12476], [-0.15708, 0.39528, 1.32779], [1.09466, 1.10443, -0.42965], [0.40343, 0.26957, 0.11625], [0.11019, -0.98647, -0.62041], [1.03821, -1.61030, -0.44052], [0.33785, 1.03636, 1.82380], [0.11694, -0.90067, -1.76247], [-0.77193, -1.54668, -0.23848], [1.06485, 1.03624, -1.46838], [-1.80849, 0.25358, 0.56731]], "forces_ev_per_a": [[-1.0, -0.1, -0.5], [-0.7, -2.5, 2.3], [1.8, 4.6, -2.1], [-1.0, -2.8, -3.1], [0.2, -2.1, -1.2], [-1.2, 0.3, 0.1], [1.4, 2.5, 1.9], [-0.4, 0.2, 1.7], [0.6, 0.2, -0.4], [1.0, -0.6, 1.1], [-0.7, 0.3, 0.3]], "mulliken_charge": [-0.37, -0.33, -0.69, 0.51, -0.87, 0.25, 0.32, 0.30, 0.32, 0.24, 0.32], "smiles": "[H]/N=C(\\C)NO", "orbital_gap_ev": 10.137, "total_charge": 0, "total_energy_ev": -7195.821}

---

{"formula": "C2H6N2O", "method": "the ωB97M-V functional and the def2-TZVPD basis", "symbols": ["O", "N", "N", "C", "C", "H", "H", "H", "H", "H", "H"], "coordinates": [[1.92771, -0.21630, 0.14401], [0.66126, -0.62808, -0.17137], [-0.48116, 1.43508, -0.02623], [-0.43691, 0.18288, 0.10769], [-1.77622, -0.57347, -0.00157], [-1.97635, -1.10200, 0.92933], [-2.64041, 0.18540, -0.07305], [0.51947, 1.88815, -0.06340], [1.98201, 0.46107, -0.49998], [0.52662, -1.53648, 0.06382], [-1.81492, -1.47122, -0.76236]], "forces_ev_per_a": [[0.2, -0.1, 0.9], [-1.5, 1.6, -0.2], [2.4, 2.1, 0.8], [-1.0, -0.8, -2.5], [-0.9, -0.7, 0.0], [0.1, 0.0, 0.4], [1.5, -1.3, -0.4], [-2.3, -1.1, 0.2], [1.2, 1.3, -1.0], [-0.1, -3.2, 0.9], [0.2, 2.2, 1.0]], "mulliken_charge": [-0.39, -0.24, -0.65, 0.69, -0.97, 0.30, 0.27, 0.18, 0.31, 0.22, 0.27], "smiles": "[H]/N=C(/C)NO", "orbital_gap_ev": 10.157, "total_charge": 0, "total_energy_ev": -7196.381}

---

{"formula": "C2H6N2O", "method": "the ωB97M-V functional and the def2-TZVPD basis", "symbols": ["O", "N", "N", "C", "C", "H", "H", "H", "H", "H", "H"], "coordinates": [[-1.67309, 0.72924, -0.76710], [0.31056, -0.18554, -0.03694], [-0.33901, -1.16119, 0.76033], [-0.46150, 0.70083, -0.78467], [1.66925, 0.09518, 0.46371], [0.15328, -2.05082, 0.67357], [2.36579, -0.81405, 0.52078], [2.21791, 0.87997, -0.17483], [-0.19323, -0.93529, 1.72241], [1.62456, 0.35639, 1.59252], [0.16907, 1.38103, -1.33557]], "forces_ev_per_a": [[0.9, 0.0, -0.5], [1.0, -0.6, 0.6], [-0.1, -0.2, -0.8], [-0.7, -0.9, 1.7], [1.2, 0.3, 0.5], [-0.1, 0.2, -0.5], [-1.3, 0.9, -0.7], [-1.0, -1.0, 1.2], [-0.2, 0.6, 0.8], [-0.1, 0.3, -1.8], [0.4, 0.5, -0.5]], "mulliken_charge": [-0.51, 0.21, -0.65, 0.11, -0.73, 0.27, 0.25, 0.28, 0.24, 0.27, 0.27], "smiles": "CN(N)C=O", "orbital_gap_ev": 10.333, "total_charge": 0, "total_energy_ev": -7197.555}

---

{"formula": "C2H6N2O2", "method": "the ωB97M-V functional and the def2-TZVPD basis", "symbols": ["O", "O", "N", "N", "C", "C", "H", "H", "H", "H", "H", "H"], "coordinates": [[-0.88077, 1.23879, -0.78241], [-0.49008, -1.14347, 2.20724], [0.12649, -1.36474, 0.79687], [-0.33174, 0.92652, 0.43680], [0.83764, -0.14083, -1.28975], [0.12817, -0.29137, 0.22649], [-0.02559, -0.03793, -1.88125], [1.43746, -0.96016, -1.61002], [-0.45182, -1.92587, 2.64126], [1.43036, 0.76653, -1.31309], [-0.89360, 2.34576, -0.65117], [-0.88653, 0.58678, 1.21903]], "forces_ev_per_a": [[-2.9, 7.7, 1.0], [0.2, 4.4, -3.9], [-0.4, -3.1, 4.5], [0.3, -0.2, 3.6], [-0.2, -1.6, 2.4], [5.2, 0.4, -7.3], [-0.2, -0.2, -1.4], [0.4, -0.9, 0.2], [0.4, -4.1, 1.5], [-0.1, 0.1, 0.2], [-0.3, -4.4, -1.1], [-2.4, 2.0, 0.4]], "mulliken_charge": [-0.45, -0.50, -0.38, -0.17, -0.91, 0.40, 0.26, 0.38, 0.30, 0.29, 0.38, 0.40], "smiles": "C/C(=N/O)NO", "orbital_gap_ev": 10.075, "total_charge": 0, "total_energy_ev": -9240.448}

---

In order of appearance, energy above the lowest of the compared OMol25 structures with the same formula, charge and spin = 255.8; 473.0; 570.9; 286.0; 171.0; 432.1; 382.8; 328.7; 215.4; 662.8 kJ/mol.